(1)
{"formula": "C14H22N2O4", "method": "ωB97M-V/def2-TZVPD", "e_above_lowest_kj_mol": 14.2, "lumo_ev": 0.576, "total_energy_ev": -26046.186, "smiles": "CNC(=O)[C@H](Cc1ccc(O)cc1)NC(C)=O.CCO", "homo_energy_ha": -0.2996, "spin_multiplicity": 1, "species": ["C", "N", "C", "O", "C", "C", "C", "C", "C", "C", "O", "C", "C", "N", "C", "C", "O", "H", "H", "H", "H", "H", "H", "H", "H", "H", "H", "H", "H", "H", "H", "H", "H", "C", "C", "O", "H", "H", "H", "H", "H", "H"], "xyz": [[3.0322, -0.1372, -1.3142], [2.1793, -1.3071, -1.1109], [1.0145, -1.5911, -1.7025], [0.4768, -2.6675, -1.4628], [0.3398, -0.6026, -2.6744], [-0.8404, 0.1274, -2.0103], [-0.5215, 0.7103, -0.6476], [0.2036, 1.9134, -0.5473], [0.5635, 2.4147, 0.7184], [0.1786, 1.7248, 1.8862], [0.5240, 2.2162, 3.1026], [-0.5705, 0.5330, 1.7875], [-0.9125, 0.0244, 0.5198], [-0.1530, -1.3141, -3.8568], [-0.2355, -0.7867, -5.0751], [-0.7584, -1.6899, -6.1664], [0.0959, 0.3624, -5.3340], [3.3102, -0.0517, -2.3663], [3.9408, -0.2383, -0.7180], [2.5151, 0.7690, -0.9998], [2.5014, -2.0132, -0.4670], [1.0720, 0.1415, -2.9854], [-1.1759, 0.9299, -2.6690], [-1.6702, -0.5735, -1.9020], [0.4952, 2.4453, -1.4427], [1.1256, 3.3318, 0.8111], [-0.0277, 1.8353, 3.8036], [-0.8676, 0.0096, 2.6836], [-1.4626, -0.9040, 0.4415], [-0.4376, -2.2722, -3.7220], [-0.7774, -1.1356, -7.1036], [-1.7658, -2.0141, -5.9137], [-0.1016, -2.5521, -6.2641], [-1.2359, -0.7469, 5.6497], [-1.2630, 0.6650, 6.2151], [-1.1614, 1.6062, 5.1457], [-0.2918, -0.9292, 5.1272], [-2.0622, -0.8916, 4.9470], [-1.3340, -1.4777, 6.4578], [-0.4334, 0.8033, 6.9163], [-2.1996, 0.8230, 6.7594], [-1.3094, 2.5099, 5.4833]], "atomic_forces_ev_per_a": [[-0.3, -0.1, -0.1], [0.9, 0.8, 0.1], [-0.8, -0.9, -0.2], [-0.4, 0.1, -0.3], [0.1, 0.2, -0.1], [-0.1, 0.2, 0.7], [0.1, 0.0, 0.1], [-0.2, -0.6, 1.3], [-0.4, -0.7, -0.1], [-0.5, -0.5, -0.5], [0.4, 0.4, -0.4], [0.2, 0.3, -1.2], [0.7, 1.1, 0.3], [0.5, -0.8, 1.4], [0.2, 1.1, -1.3], [0.0, 0.0, 0.1], [0.1, 0.1, 0.3], [0.1, 0.1, 0.1], [-0.2, -0.1, -0.1], [0.1, 0.0, 0.0], [-0.2, 0.0, -0.1], [-0.1, 0.0, -0.3], [0.1, -0.1, -0.2], [0.1, -0.1, -0.1], [0.0, 0.1, -0.1], [0.0, 0.1, 0.1], [-0.1, -0.2, 0.1], [0.0, 0.0, 0.1], [0.0, 0.0, 0.0], [0.0, 0.0, 0.2], [0.0, 0.0, 0.2], [-0.1, -0.2, -0.1], [-0.1, -0.2, -0.1], [0.0, 0.3, -0.1], [-0.1, -0.3, 0.2], [-0.2, 0.5, 0.2], [-0.1, 0.0, 0.1], [0.1, 0.0, 0.1], [0.0, 0.1, -0.1], [0.0, 0.0, 0.0], [0.0, 0.0, 0.0], [0.1, -0.7, -0.2]], "nbo_charge": [-0.42, -0.60, 0.68, -0.65, -0.13, -0.42, -0.07, -0.20, -0.28, 0.30, -0.70, -0.25, -0.20, -0.61, 0.67, -0.70, -0.65, 0.20, 0.22, 0.21, 0.41, 0.23, 0.23, 0.22, 0.22, 0.22, 0.51, 0.20, 0.22, 0.41, 0.24, 0.22, 0.22, -0.63, -0.06, -0.75, 0.21, 0.22, 0.22, 0.16, 0.17, 0.49]}

(2)
{"formula": "C14H22N2O7S2", "method": "ωB97M-V/def2-TZVPD", "lumo_ev": 0.528, "total_energy_ev": -53855.489, "smiles": "NOC(=O)Oc1cccnc1.O=S1(=O)CCCC1.O=S1(=O)CCCC1", "homo_energy_ha": -0.3444, "spin_multiplicity": 1, "species": ["N", "O", "C", "O", "O", "C", "C", "C", "C", "N", "C", "H", "H", "H", "H", "H", "H", "O", "S", "O", "C", "C", "C", "C", "H", "H", "H", "H", "H", "H", "H", "H", "O", "S", "O", "C", "C", "C", "C", "H", "H", "H", "H", "H", "H", "H", "H"], "xyz": [[0.7916, 0.8955, 1.4799], [-0.4597, 0.6545, 2.1290], [-0.9765, 1.7936, 2.5843], [-0.5631, 2.9055, 2.3693], [-2.0721, 1.5895, 3.4016], [-3.1846, 1.1598, 2.6976], [-3.5912, -0.1524, 2.7902], [-4.7239, -0.4487, 2.0822], [-5.4162, 0.4674, 1.3341], [-4.9985, 1.7208, 1.2202], [-3.9094, 2.0055, 1.9032], [0.5633, 1.3245, 0.5895], [1.1682, -0.0361, 1.3302], [-3.0529, -0.8824, 3.3761], [-5.1069, -1.4637, 2.1274], [-6.3221, 0.1694, 0.8216], [-3.5413, 3.0285, 1.8292], [2.2938, 1.0240, -1.5908], [1.4158, 2.0944, -1.9885], [-0.0010, 2.0470, -1.7240], [2.0761, 3.6336, -1.3622], [3.0146, 4.1160, -2.4637], [2.2719, 3.8704, -3.7838], [1.6914, 2.4517, -3.7268], [2.5759, 3.4574, -0.4121], [1.2412, 4.3205, -1.2253], [3.2742, 5.1658, -2.3345], [3.9395, 3.5348, -2.4468], [1.4620, 4.5958, -3.8853], [2.9280, 3.9907, -4.6449], [0.7467, 2.3755, -4.2593], [2.3934, 1.7139, -4.1107], [1.5406, -1.8316, 0.5606], [0.9469, -2.8717, -0.2440], [0.4224, -2.6067, -1.5557], [2.0933, -4.2409, -0.3320], [1.7479, -5.1010, 0.8795], [0.2154, -5.1494, 0.9353], [-0.2960, -3.7165, 0.7400], [3.1139, -3.8651, -0.3201], [1.8998, -4.7729, -1.2630], [2.1819, -6.0967, 0.7982], [2.1358, -4.6369, 1.7891], [-0.1580, -5.7866, 0.1309], [-0.1410, -5.5679, 1.8756], [-1.2449, -3.6897, 0.2103], [-0.3863, -3.1891, 1.6882]], "atomic_forces_ev_per_a": [[0.5, 0.3, 0.2], [-0.5, 0.0, 0.4], [0.5, 1.7, 0.1], [-0.3, -1.1, 0.1], [0.4, -0.2, -0.6], [0.1, -1.2, 0.4], [0.2, 0.5, 0.1], [-0.7, -2.0, 0.2], [0.0, 0.2, -0.2], [-0.4, -0.3, -0.1], [0.7, 2.1, -0.1], [-0.1, -0.2, -0.2], [-0.3, 0.0, -0.2], [0.0, 0.0, 0.0], [0.0, 0.0, 0.0], [0.0, 0.1, -0.1], [-0.1, 0.0, 0.0], [-0.2, -0.1, 0.1], [0.1, 0.4, -0.2], [0.0, -0.3, 0.2], [0.2, 0.3, 0.0], [0.0, -0.1, -0.1], [0.0, 0.1, 0.1], [0.1, 0.2, -0.4], [-0.1, -0.1, 0.0], [0.0, -0.1, 0.0], [0.0, 0.0, 0.0], [0.0, 0.0, 0.0], [0.0, 0.0, 0.0], [0.0, 0.0, 0.0], [0.0, -0.1, 0.1], [0.0, -0.1, 0.1], [0.0, 0.0, -0.1], [-0.1, -0.3, -0.2], [0.0, 0.3, 0.0], [0.2, -0.3, 0.2], [-0.1, 0.0, 0.1], [0.1, 0.0, 0.0], [-0.2, -0.3, 0.2], [-0.1, 0.1, -0.1], [0.0, 0.1, 0.0], [0.0, 0.0, 0.0], [0.0, 0.0, 0.0], [0.0, 0.0, 0.0], [0.0, 0.0, 0.0], [0.0, 0.2, -0.1], [0.1, 0.1, -0.1]], "nbo_charge": [-0.51, -0.39, 0.98, -0.58, -0.51, 0.23, -0.20, -0.25, 0.02, -0.39, -0.01, 0.36, 0.39, 0.23, 0.21, 0.20, 0.21, -0.94, 2.17, -0.94, -0.68, -0.41, -0.40, -0.68, 0.26, 0.24, 0.23, 0.21, 0.21, 0.22, 0.25, 0.25, -0.97, 2.18, -0.93, -0.67, -0.41, -0.40, -0.68, 0.26, 0.24, 0.23, 0.22, 0.21, 0.23, 0.25, 0.25]}

(3)
{"formula": "C14H22N3O5RuSSbSe", "method": "ωB97M-V/def2-TZVPD", "lumo_ev": -1.156, "total_energy_ev": -114880.049, "homo_energy_ha": -0.2938, "spin_multiplicity": 1, "species": ["Ru", "N", "C", "S", "N", "N", "C", "C", "C", "C", "C", "C", "C", "O", "H", "H", "H", "H", "H", "H", "H", "C", "C", "Sb", "C", "C", "C", "C", "H", "H", "H", "H", "H", "H", "H", "H", "H", "H", "H", "H", "H", "H", "H", "O", "Se", "O", "O", "O"], "xyz": [[-1.2939, 0.9047, 1.4236], [0.8775, -1.5963, 4.2185], [0.0933, -1.0617, 3.2452], [-0.4026, 0.6129, 3.4518], [-0.2221, -1.7848, 2.2272], [-1.0819, -1.1215, 1.3506], [-1.8010, -1.9169, 0.6319], [-2.8343, -1.5273, -0.2784], [-3.3769, -2.5406, -1.0977], [-4.3762, -2.2815, -1.9968], [-4.8738, -0.9714, -2.0879], [-4.3784, 0.0362, -1.3024], [-3.3496, -0.2061, -0.3628], [-2.9629, 0.7986, 0.3709], [1.0185, -1.0825, 5.0687], [0.9962, -2.5948, 4.2369], [-1.5899, -2.9783, 0.7397], [-2.9807, -3.5449, -0.9999], [-4.7789, -3.0680, -2.6189], [-5.6673, -0.7493, -2.7909], [-4.7628, 1.0448, -1.3665], [3.4177, -0.8914, 0.7417], [2.6308, 0.1943, 1.4734], [1.0819, 0.9840, 0.2039], [2.2117, 2.3383, -1.0250], [3.6105, 1.9208, -1.4576], [0.5187, -0.5368, -1.2119], [1.1891, -0.4549, -2.5764], [4.2396, -1.2401, 1.3715], [3.8519, -0.5534, -0.1993], [2.7885, -1.7574, 0.5313], [3.2517, 1.0431, 1.7607], [2.1951, -0.2236, 2.3727], [2.2579, 3.2540, -0.4416], [1.5617, 2.5282, -1.8811], [4.2648, 1.7433, -0.6025], [4.0610, 2.7317, -2.0337], [3.6260, 1.0333, -2.0873], [-0.5602, -0.4102, -1.3096], [0.6920, -1.5074, -0.7467], [0.9996, 0.5019, -3.0642], [0.7986, -1.2346, -3.2336], [2.2676, -0.5962, -2.5173], [-0.8470, 4.9741, 0.2096], [-0.6427, 3.5137, 0.7878], [-1.7811, 2.9378, 1.8436], [-0.7968, 2.1592, -0.3282], [0.8589, 3.1772, 1.3568]], "atomic_forces_ev_per_a": [[0.3, 0.2, 0.1], [0.1, 0.0, 0.0], [0.1, -0.1, 0.1], [-0.3, -0.1, -0.1], [-0.1, 0.1, 0.0], [-0.2, 0.0, -0.2], [0.0, 0.1, 0.0], [0.0, 0.1, 0.0], [0.0, 0.0, 0.0], [0.0, 0.0, 0.0], [0.0, 0.0, 0.0], [0.0, 0.0, 0.0], [0.0, -0.1, -0.1], [-0.1, -0.1, 0.2], [0.0, 0.0, 0.0], [0.0, 0.0, 0.0], [0.0, 0.0, 0.0], [0.0, 0.0, 0.0], [0.0, 0.0, 0.0], [0.0, 0.0, 0.0], [0.0, 0.0, 0.0], [0.1, -0.1, 0.1], [0.0, -0.1, -0.2], [0.2, -0.1, 0.1], [-0.2, 0.1, 0.0], [0.1, 0.0, 0.1], [0.1, 0.0, 0.0], [0.0, 0.0, 0.0], [0.0, 0.0, 0.0], [0.0, 0.0, 0.0], [0.0, 0.0, 0.0], [0.0, 0.1, -0.1], [-0.1, 0.1, 0.1], [0.0, 0.0, 0.0], [0.0, 0.0, 0.0], [0.0, 0.0, 0.0], [0.0, 0.0, 0.0], [0.0, 0.0, 0.0], [0.0, 0.0, 0.0], [0.0, 0.0, 0.1], [0.0, 0.0, 0.0], [0.0, 0.0, 0.0], [0.0, 0.0, 0.0], [-0.1, 0.0, -0.3], [-0.1, -0.5, 0.1], [0.3, 0.1, 0.0], [0.0, 0.3, 0.1], [0.1, 0.1, 0.1]], "nbo_charge": [0.63, -0.81, 0.25, 0.03, -0.41, -0.29, 0.17, -0.25, -0.13, -0.27, -0.17, -0.23, 0.39, -0.64, 0.41, 0.41, 0.21, 0.21, 0.22, 0.22, 0.22, -0.63, -0.76, 1.89, -0.76, -0.62, -0.78, -0.62, 0.22, 0.21, 0.21, 0.24, 0.24, 0.26, 0.23, 0.21, 0.22, 0.20, 0.24, 0.23, 0.21, 0.22, 0.20, -0.94, 2.74, -0.96, -0.99, -1.06]}

(4)
{"formula": "C14H22N4S", "method": "ωB97M-V/def2-TZVPD", "e_above_lowest_kj_mol": 0.0, "lumo_ev": 0.797, "total_energy_ev": -31670.822, "smiles": "CCN1CCN(/C=N/c2nc3c(s2)CCCC3)CC1", "homo_energy_ha": -0.2677, "spin_multiplicity": 1, "species": ["C", "C", "N", "C", "C", "N", "C", "N", "C", "N", "C", "C", "S", "C", "C", "C", "C", "C", "C", "H", "H", "H", "H", "H", "H", "H", "H", "H", "H", "H", "H", "H", "H", "H", "H", "H", "H", "H", "H", "H", "H"], "xyz": [[-5.9059, -1.1042, -1.5260], [-6.1993, -0.2656, -0.2760], [-5.0568, 0.2870, 0.4208], [-4.1305, -0.6802, 0.9921], [-2.7964, -0.7444, 0.2504], [-2.1778, 0.5647, 0.2731], [-0.8524, 0.6901, 0.2297], [-0.0879, -0.3463, 0.1770], [1.2490, -0.1967, 0.0956], [1.9371, 0.8803, -0.0933], [3.2701, 0.6335, -0.1389], [3.6368, -0.6687, 0.0136], [2.2296, -1.6644, 0.2340], [5.0371, -1.1736, 0.0120], [5.9587, -0.1037, -0.5780], [5.6589, 1.2605, 0.0409], [4.2607, 1.7316, -0.3559], [-3.0671, 1.6970, 0.3863], [-4.3906, 1.3632, -0.2918], [-6.8413, -1.4615, -1.9482], [-5.3959, -0.5155, -2.2848], [-5.2901, -1.9664, -1.2806], [-6.8409, 0.5764, -0.5507], [-6.7473, -0.8794, 0.4448], [-4.5927, -1.6679, 1.0028], [-3.9362, -0.3951, 2.0343], [-2.1090, -1.4490, 0.7229], [-2.9476, -1.0645, -0.7874], [-0.4714, 1.7147, 0.2483], [5.1052, -2.0997, -0.5636], [5.3434, -1.4048, 1.0383], [6.9998, -0.3792, -0.3993], [5.8040, -0.0476, -1.6577], [6.4004, 1.9920, -0.2861], [5.7205, 1.1805, 1.1285], [3.9623, 2.6075, 0.2234], [4.2460, 2.0178, -1.4125], [-2.6084, 2.5674, -0.0890], [-3.2545, 1.9374, 1.4411], [-5.0469, 2.2396, -0.2717], [-4.1870, 1.1184, -1.3470]], "atomic_forces_ev_per_a": [[0.0, 0.2, 0.3], [-0.1, -0.1, -0.1], [0.1, 0.1, 0.0], [0.2, 0.1, 0.1], [-0.2, -0.4, 0.1], [-0.1, 0.0, 0.0], [0.5, 0.0, 0.0], [-1.2, -0.2, 0.0], [1.1, -0.5, 0.0], [-0.8, 0.5, -0.1], [0.6, -0.7, 0.1], [-0.2, 0.1, 0.0], [0.0, 0.9, -0.1], [0.1, -0.1, -0.1], [0.0, 0.0, 0.2], [0.0, 0.1, -0.3], [0.1, 0.0, 0.1], [-0.3, 0.4, 0.0], [0.0, 0.2, 0.0], [-0.1, -0.1, -0.1], [0.1, 0.0, -0.1], [0.1, -0.1, 0.0], [-0.1, -0.1, 0.0], [-0.1, 0.1, -0.1], [0.0, 0.0, 0.0], [0.1, -0.2, 0.0], [-0.1, 0.0, -0.1], [0.0, -0.1, 0.1], [0.0, -0.1, 0.0], [0.1, 0.0, 0.0], [0.1, -0.1, 0.0], [0.0, 0.0, -0.1], [0.0, 0.0, -0.1], [0.0, 0.0, 0.1], [0.0, 0.0, 0.1], [0.0, 0.0, 0.0], [0.0, 0.1, 0.0], [0.0, -0.1, 0.1], [0.0, 0.1, -0.1], [0.1, 0.0, -0.1], [0.0, 0.1, 0.0]], "nbo_charge": [-0.64, -0.20, -0.45, -0.23, -0.24, -0.39, 0.35, -0.60, 0.26, -0.51, 0.12, -0.23, 0.35, -0.43, -0.38, -0.39, -0.42, -0.22, -0.22, 0.22, 0.20, 0.20, 0.19, 0.19, 0.21, 0.19, 0.25, 0.20, 0.18, 0.21, 0.21, 0.21, 0.20, 0.21, 0.20, 0.22, 0.21, 0.22, 0.19, 0.21, 0.17]}

(5)
{"formula": "C14H22N4S4Tc", "method": "ωB97M-V/def2-TZVPD", "charge": 4, "lumo_ev": [-16.134, -15.992], "total_energy_ev": -66330.563, "homo_energy_ha": [-0.8247, -0.8274], "spin_multiplicity": 2, "species": ["Tc", "C", "C", "N", "N", "C", "N", "S", "C", "C", "C", "C", "C", "N", "H", "H", "H", "H", "H", "H", "H", "H", "H", "H", "C", "C", "S", "C", "C", "S", "C", "C", "S", "H", "H", "H", "H", "H", "H", "H", "H", "H", "H", "H", "H"], "xyz": [[0.2461, -0.3382, 0.3996], [-3.4732, 1.9956, -0.1707], [-2.3961, 0.9754, -0.1210], [-1.3392, 1.0408, 0.6344], [-1.2549, 2.0087, 1.6301], [-0.7257, 1.5976, 2.7927], [-0.7687, 2.3392, 3.8640], [0.0378, 0.0341, 2.8200], [-2.4913, -0.2936, -0.8468], [-3.5800, -0.6318, -1.6064], [-3.7088, -1.9480, -2.0794], [-2.7408, -2.8660, -1.7407], [-1.6408, -2.4479, -0.9953], [-1.4923, -1.1880, -0.5573], [-3.1656, 2.9857, 0.1566], [-4.3201, 1.6733, 0.4479], [-3.8492, 2.0977, -1.1893], [-1.8228, 2.8468, 1.5559], [-1.2545, 3.2309, 3.9132], [-0.3537, 2.0173, 4.7336], [-4.3529, 0.0937, -1.8227], [-4.5643, -2.2334, -2.6806], [-2.8115, -3.9017, -2.0487], [-0.8680, -3.1644, -0.7591], [2.7379, -2.7577, 1.0904], [3.5482, -1.5350, 0.7369], [2.6440, -0.1403, 1.4360], [3.4827, 1.3146, 0.7682], [3.0682, 1.5630, -0.6508], [1.2587, 1.6895, -0.7090], [0.9809, 0.7263, -2.2200], [1.0783, -0.6726, -1.6604], [0.9979, -2.5894, 0.6787], [2.7509, -2.9835, 2.1669], [3.0911, -3.6592, 0.5801], [3.6975, -1.4208, -0.3349], [4.5264, -1.5677, 1.2260], [4.5610, 1.1545, 0.8596], [3.2133, 2.1328, 1.4379], [3.3863, 0.7788, -1.3351], [3.4498, 2.5200, -1.0209], [1.7167, 0.9800, -2.9864], [-0.0051, 0.9947, -2.5976], [2.0849, -1.0758, -1.6344], [0.4210, -1.3762, -2.1611]], "atomic_forces_ev_per_a": [[0.4, -0.4, 1.0], [0.0, -0.1, 0.0], [-0.1, 0.1, 0.0], [0.1, 0.0, 0.0], [0.1, 0.0, -0.1], [-0.1, 0.2, 0.1], [0.0, 0.0, 0.1], [0.1, 0.1, -0.6], [0.1, 0.0, 0.1], [-0.2, -0.1, -0.1], [-0.1, 0.0, 0.0], [0.0, 0.0, 0.0], [-0.1, 0.2, 0.0], [0.0, 0.1, -0.1], [0.0, 0.0, 0.0], [0.0, 0.0, 0.0], [0.0, 0.0, 0.0], [0.0, 0.0, 0.0], [0.0, 0.0, 0.0], [0.0, 0.0, 0.0], [0.0, 0.0, 0.0], [0.0, 0.0, 0.0], [0.0, 0.0, 0.0], [0.0, 0.0, 0.0], [0.2, -0.1, -0.1], [0.1, 0.0, 0.0], [-0.2, -0.2, -0.2], [0.1, 0.1, 0.2], [0.1, 0.1, 0.0], [-0.5, -0.5, 0.1], [0.0, 0.1, -0.2], [0.4, 0.1, 0.2], [-0.6, 0.5, -0.1], [0.0, 0.0, 0.0], [0.0, 0.0, 0.0], [0.0, -0.1, 0.0], [0.0, 0.0, 0.0], [0.0, 0.0, 0.0], [0.0, 0.0, 0.0], [0.0, 0.0, 0.0], [0.0, 0.0, 0.0], [0.0, 0.0, 0.0], [0.0, -0.1, 0.0], [0.0, 0.1, -0.1], [0.0, -0.1, 0.2]], "nbo_charge": [0.28, -0.72, 0.43, -0.29, -0.41, 0.34, -0.66, 0.26, 0.08, -0.12, -0.05, -0.18, 0.12, -0.46, 0.26, 0.32, 0.30, 0.45, 0.46, 0.47, 0.28, 0.30, 0.30, 0.24, -0.60, -0.56, 0.61, -0.56, -0.54, 0.66, -0.56, -0.43, 0.54, 0.32, 0.33, 0.25, 0.32, 0.32, 0.28, 0.26, 0.32, 0.30, 0.27, 0.23, 0.26]}